# C17H53F2N9O15S2V

A structure of composition C17H53F2N9O15S2V (wB97M-V/def2-TZVPD, OMol25).

Its spin multiplicity is 3. The LUMO energy (spin up / spin down) comes out at -4.96 / -4.36 eV. The orbital gap (spin up / spin down) comes out at 5.26 / 5.87 eV. The electronic energy is -115394.2598 eV. The value obtained for the strongest force on any atom is 0.104 Eh/bohr. The total charge is +1.

Positions of all 99 atoms, in Å:
1 V 2.32 -23.32 -10.99
2 C 3.55 -22.08 -7.51
3 C 2.83 -23.17 -8.09
4 O 2.59 -23.03 -9.42
5 H 4.47 -21.78 -8.01
6 H 3.80 -22.28 -6.45
7 H 2.97 -21.17 -7.42
8 H 1.80 -23.41 -7.67
9 H 3.33 -24.13 -7.90
10 N 5.54 -21.50 -12.53
11 S 4.26 -22.20 -12.19
12 O 3.04 -21.51 -11.53
13 O 4.15 -23.56 -11.57
14 F 3.74 -22.72 -13.63
15 S 6.87 -22.35 -13.24
16 O 7.42 -23.17 -12.22
17 O 7.25 -22.08 -14.64
18 F 0.85 -22.94 -11.87
19 C -1.76 -26.46 -1.55
20 O -0.57 -26.33 -1.33
21 N -2.35 -26.08 -2.71
22 N -2.73 -26.93 -0.67
23 H -1.83 -25.74 -3.53
24 H -3.32 -26.24 -2.89
25 H -2.48 -26.98 0.33
26 H -3.67 -26.80 -0.92
27 C -0.60 -21.30 -8.85
28 O -0.59 -22.50 -8.92
29 N 0.59 -20.62 -9.03
30 N -1.72 -20.57 -8.70
31 H 1.47 -21.12 -9.03
32 H 0.63 -19.62 -9.20
33 H -1.74 -19.57 -8.58
34 H -2.60 -21.06 -8.95
35 C 1.61 -26.22 -9.67
36 O 2.34 -25.40 -10.30
37 N 0.78 -25.78 -8.76
38 N 1.77 -27.61 -9.80
39 H 0.24 -26.52 -8.45
40 H 0.56 -24.77 -8.70
41 H 0.88 -28.08 -9.66
42 H 2.25 -27.92 -10.65
43 C -0.38 -23.29 -3.29
44 O 0.02 -22.99 -4.64
45 C -0.91 -22.16 -5.39
46 C -0.99 -20.77 -4.94
47 N -1.76 -20.54 -3.75
48 C -3.20 -20.77 -3.72
49 C -4.03 -20.00 -2.65
50 O -5.27 -20.74 -2.57
51 C -6.39 -19.86 -2.52
52 H -1.41 -23.58 -3.19
53 H -0.22 -22.46 -2.57
54 H 0.17 -24.18 -2.91
55 H -1.89 -22.63 -5.37
56 H -0.47 -22.00 -6.43
57 H -1.35 -20.13 -5.71
58 H 0.05 -20.39 -4.68
59 H -1.26 -20.96 -2.94
60 H -3.44 -21.80 -3.59
61 H -3.59 -20.56 -4.69
62 H -4.13 -18.91 -2.80
63 H -3.51 -19.98 -1.71
64 H -6.41 -19.32 -3.48
65 H -6.08 -19.01 -1.92
66 H -7.28 -20.28 -2.20
67 C -3.02 -15.95 -3.00
68 O -2.14 -15.77 -4.08
69 C -2.08 -17.07 -4.74
70 C -0.96 -17.13 -5.77
71 N -1.24 -16.36 -7.06
72 C -2.49 -16.73 -7.65
73 C -2.44 -16.61 -9.17
74 O -1.73 -17.76 -9.65
75 C -1.76 -17.80 -11.06
76 H -3.28 -15.01 -2.56
77 H -2.60 -16.61 -2.26
78 H -3.94 -16.42 -3.34
79 H -3.07 -17.18 -5.19
80 H -1.96 -17.91 -4.04
81 H -0.71 -18.17 -6.00
82 H -0.06 -16.64 -5.33
83 H -1.10 -15.37 -6.94
84 H -3.30 -16.10 -7.22
85 H -2.71 -17.78 -7.43
86 H -1.93 -15.67 -9.59
87 H -3.46 -16.54 -9.60
88 H -1.24 -18.73 -11.40
89 H -1.38 -16.90 -11.58
90 H -2.79 -17.88 -11.43
91 O 5.88 -25.15 -7.23
92 H 5.46 -24.66 -6.54
93 H 6.77 -24.79 -7.30
94 O 0.97 -17.47 -7.92
95 H 0.30 -16.86 -7.90
96 H 1.70 -17.17 -8.48
97 O -5.40 -27.02 -1.81
98 H -6.28 -26.72 -1.99
99 H -5.42 -27.90 -2.12

---

# C6H12N

The ion C6H12N with charge +1 (wB97M-V/def2-TZVPD, OMol25).

The LUMO energy comes out at -6.03 eV. The orbital gap comes out at 7.40 eV. The electronic energy is -7897.2730 eV. The value obtained for the strongest force on any atom is 0.047 Eh/bohr. The total charge is +1.

Positions of all 19 atoms, in Å:
1 C 0.15 -1.18 1.24
2 C -0.96 -0.44 0.31
3 C -0.31 0.45 -0.62
4 C -0.30 0.12 -2.06
5 C -0.10 2.41 0.61
6 C 0.56 1.49 -0.09
7 N 0.76 -2.27 0.59
8 H -0.42 -1.41 2.12
9 H 0.90 -0.43 1.49
10 H -1.47 0.21 1.03
11 H -1.60 -1.21 -0.09
12 H -0.09 1.02 -2.63
13 H -1.28 -0.18 -2.44
14 H -1.16 2.60 0.50
15 H 0.42 3.25 1.07
16 H 1.64 1.34 -0.06
17 H 1.42 -2.17 -0.17
18 H 0.38 -0.71 -2.27
19 H 0.93 -3.07 1.18